(1)
Here is a molecular structure, C4H3O2Pm from OMol25. Energies are from wB97M-V/def2-TZVPD.

Properties
Expectation value of S²: 9.003
E_LUMO (alpha / beta) in Ha: -0.20064 / -0.19958
Energy in Eh: -912.4895

```
! wB97M-V def2-TZVPD RIJCOSX def2/J DEFGRID3
* xyz 1 6
O 1.407 -0.251 2.187
C 0.944 0.495 1.175
C -0.203 0.119 0.485
C -0.175 0.217 -0.936
C -1.338 0.043 -1.725
O -2.482 -0.310 -1.336
H -0.870 -0.626 0.956
H -1.174 0.068 -2.827
Pm 2.700 -0.531 -0.632
H 1.191 0.777 2.653
*
```

(2)
Here is a single C5H6F2N2 molecule from OMol25. Energies are from wB97M-V/def2-TZVPD.

Properties
Energy above the lowest of the compared OMol25 structures with the same formula, charge and spin in kJ/mol: 433.77
E_LUMO in Ha: 0.01016
Energy in Eh: -503.2034
SMILES: C[C@H]1C=CC(F)=NN1F

```
! wB97M-V def2-TZVPD RIJCOSX def2/J DEFGRID3
* xyz 0 1
C -0.940 -1.301 -0.501
C 0.308 -0.958 -0.704
C -1.927 -0.473 0.053
C 0.651 0.494 -0.219
C 1.568 0.409 0.938
N -1.822 0.834 0.178
N -0.583 1.343 0.137
F -2.984 -1.124 0.458
F -0.561 2.498 -0.655
H -1.220 -2.305 -0.890
H 1.121 -1.526 -1.292
H 1.063 0.942 -1.210
H 2.212 -0.487 0.953
H 0.939 0.438 1.749
H 2.174 1.214 1.004
*
```

(3)
Here is a single C3H6N2O molecule from OMol25. Energies are from wB97M-V/def2-TZVPD.

Properties
Energy above the lowest of the compared OMol25 structures with the same formula, charge and spin in kJ/mol: 253.00
E_LUMO in Ha: 0.02718
Energy in Eh: -302.5967
SMILES: [H]/N=C(\C)NC=O

```
! wB97M-V def2-TZVPD RIJCOSX def2/J DEFGRID3
* xyz 0 1
C 1.090 -0.307 0.038
C -0.545 -0.676 0.123
N -1.014 -1.725 0.661
N -1.258 0.318 -0.525
C -0.314 1.412 -0.460
O -0.240 2.176 0.459
H 1.402 -0.807 0.937
H 1.682 0.646 0.083
H 1.449 -0.779 -0.878
H -0.327 -2.265 1.192
H -2.210 0.554 -0.249
H 0.285 1.451 -1.380
*
```

(4)
Here is a single CH3N3O molecule from OMol25. Energies are from wB97M-V/def2-TZVPD.

Properties
Energy above the lowest of the compared OMol25 structures with the same formula, charge and spin in kJ/mol: 732.55
E_LUMO (alpha / beta) in Ha: 0.00431 / -0.00381
Energy in Eh: -279.1482

```
! wB97M-V def2-TZVPD RIJCOSX def2/J DEFGRID3
* xyz 0 1
C -0.227 0.550 0.092
N -1.296 -0.314 -1.828
N -2.425 0.862 -0.725
N -0.376 -0.474 -0.984
O -1.389 1.439 -0.148
H -0.365 -0.024 1.001
H 0.484 1.398 -0.046
H -0.168 -1.338 -0.713
*
```

(5)
Here is 9 unconnected molecules or ions with the total composition C28H64N8O10 from OMol25. Energies are from wB97M-V/def2-TZVPD.

Properties
Energy above the lowest of the compared OMol25 structures with the same formula, charge and spin in kJ/mol: 461.06
E_LUMO in Ha: -0.00254
Energy in Eh: -2295.5874
SMILES: CCOC(C)=O.CN(C)C=O.CN(C)C=O.CN(C)C=O.CN(C)C=O.CN(C)C=O.CN(C)C=O.CN(C)C=O.CN(C)C=O

```
! wB97M-V def2-TZVPD RIJCOSX def2/J DEFGRID3
* xyz 0 1
C 4.734 -2.963 -4.600
O 4.511 -2.413 -5.666
N 3.793 -3.727 -3.964
C 4.024 -4.381 -2.636
C 2.397 -3.948 -4.436
H 5.654 -2.970 -3.996
H 3.443 -5.294 -2.507
H 3.898 -3.698 -1.795
H 5.018 -4.823 -2.573
H 1.664 -3.488 -3.774
H 2.425 -3.506 -5.432
H 2.264 -5.021 -4.570
C -5.824 -0.046 2.672
O -6.045 -0.320 3.829
N -6.767 -0.184 1.682
C -6.488 0.118 0.293
C -8.020 -0.916 1.884
H -4.875 0.360 2.289
H -6.209 -0.829 -0.169
H -5.566 0.688 0.180
H -7.382 0.564 -0.142
H -7.822 -1.963 1.657
H -8.477 -0.805 2.868
H -8.687 -0.474 1.144
C -4.709 3.607 -3.344
O -5.700 3.006 -3.811
N -3.414 3.216 -3.564
C -2.396 4.038 -2.903
C -3.018 2.062 -4.430
H -4.863 4.451 -2.654
H -1.476 3.471 -2.761
H -2.643 4.296 -1.873
H -2.177 4.893 -3.543
H -3.826 1.437 -4.809
H -2.366 2.287 -5.275
H -2.421 1.417 -3.785
C 7.926 -0.456 3.620
O 8.886 0.014 4.262
N 7.865 -0.485 2.288
C 6.675 -0.884 1.624
C 9.015 0.021 1.525
H 7.055 -0.883 4.142
H 6.371 0.024 1.103
H 5.866 -1.208 2.279
H 6.846 -1.662 0.880
H 9.920 0.037 2.132
H 9.234 -0.619 0.669
H 8.875 1.063 1.238
C 1.436 0.983 -7.846
O 1.416 2.172 -7.538
N 1.495 0.624 -9.150
C 1.724 -0.771 -9.509
C 1.774 1.576 -10.185
H 1.614 0.193 -7.099
H 0.860 -0.964 -10.146
H 1.686 -1.541 -8.739
H 2.616 -0.995 -10.093
H 1.549 1.169 -11.171
H 1.173 2.482 -10.101
H 2.838 1.778 -10.063
C -0.942 8.450 3.757
O -0.564 9.587 3.379
N -0.008 7.489 3.716
C -0.314 6.084 3.982
C 1.363 7.682 3.271
H -1.917 8.119 4.148
H -1.307 5.922 4.401
H 0.410 5.661 4.678
H -0.322 5.464 3.086
H 1.594 8.730 3.085
H 2.058 7.057 3.833
H 1.589 7.214 2.313
C -1.591 0.956 8.222
O -0.868 1.967 8.299
N -1.126 -0.350 8.385
C -1.852 -1.569 7.865
C 0.278 -0.636 8.735
H -2.639 0.977 7.886
H -1.122 -2.017 7.191
H -2.701 -1.267 7.251
H -2.314 -2.323 8.502
H 0.666 -1.169 7.867
H 0.803 0.318 8.790
H 0.503 -1.178 9.653
C -1.742 -5.730 -0.816
O -1.128 -4.789 -0.428
N -2.953 -6.125 -0.252
C -3.696 -7.187 -0.969
C -3.613 -5.457 0.895
H -1.474 -6.290 -1.726
H -3.663 -8.091 -0.361
H -3.153 -7.453 -1.876
H -4.629 -6.867 -1.433
H -4.095 -6.242 1.477
H -2.884 -5.134 1.638
H -4.381 -4.715 0.677
O -0.774 1.155 2.158
C 0.199 0.432 2.264
O 0.800 -0.389 1.327
C 0.542 -0.361 -0.069
C 1.203 0.880 -0.629
C 0.843 -0.019 3.531
H -0.528 -0.399 -0.278
H 1.138 -1.165 -0.501
H 1.345 0.740 -1.700
H 2.185 1.029 -0.178
H 0.634 1.770 -0.359
H 1.881 0.183 3.797
H 0.679 -1.096 3.557
H 0.222 0.345 4.349
*
```

(6)
Here is 12 unconnected molecules or ions with the total composition C5H37N3O11 from OMol25. Energies are from wB97M-V/def2-TZVPD.

Properties
Energy above the lowest of the compared OMol25 structures with the same formula, charge and spin in kJ/mol: 221.85
E_LUMO in Ha: -0.18116
Energy in Eh: -1204.1289

```
! wB97M-V def2-TZVPD RIJCOSX def2/J DEFGRID3
* xyz 2 1
C 2.268 0.499 -1.650
C 1.378 0.459 -0.367
C 2.178 -0.063 0.791
C 1.563 0.002 2.192
N 0.237 2.942 3.899
C 0.495 1.703 3.555
N 1.211 1.390 2.529
N 0.140 -0.374 -0.642
H 1.942 1.411 -2.166
H 3.246 0.820 -1.292
H 2.305 -0.400 -2.284
H 1.071 1.501 -0.271
H 2.502 -1.070 0.494
H 3.207 0.312 0.879
H 2.388 -0.245 2.863
H 0.762 -0.736 2.254
H 0.705 3.731 3.490
H -0.355 3.184 4.676
H 0.124 0.942 4.232
H 1.580 2.125 1.913
H -0.229 -0.255 -1.581
H -0.534 -0.132 0.080
H 0.495 -1.327 -0.538
H 0.617 -2.447 -2.889
H 2.099 -2.190 -3.540
O 1.467 -1.975 -2.855
H -2.539 0.644 2.703
H -2.361 0.983 1.303
O -1.913 1.133 2.154
H -5.220 -0.465 1.164
H -5.558 0.946 0.787
O -4.900 0.264 0.628
H -3.009 0.668 -1.802
H -3.637 0.003 -0.606
O -2.812 0.464 -0.891
H -2.680 -2.365 -0.284
H -2.611 -3.576 -1.155
O -2.126 -3.130 -0.451
H -0.221 2.329 -3.096
H -1.659 2.089 -3.068
O -0.896 2.011 -2.477
H 0.963 3.691 0.561
H 1.375 4.767 1.570
O 1.505 3.835 1.360
H 3.084 -4.003 -1.227
H 3.143 -4.675 0.193
O 2.577 -4.223 -0.441
H -0.153 -3.294 0.377
H 1.464 -3.233 0.383
O 0.625 -2.786 0.632
H -0.630 -4.418 -3.549
H -0.983 -3.376 -4.448
O -0.702 -3.451 -3.542
H -1.160 2.832 -0.936
H -1.021 3.097 0.633
O -0.806 3.431 -0.245
*
```

(7)
Here is a molecular structure, C20H41N2OP3Re from OMol25. Energies are from wB97M-V/def2-TZVPD.

Properties
Energy above the lowest of the compared OMol25 structures with the same formula, charge and spin in kJ/mol: 0.00
Expectation value of S²: 3.795
E_LUMO (alpha / beta) in Ha: -0.52018 / -0.53716
Energy in Eh: -2071.8834

```
! wB97M-V def2-TZVPD RIJCOSX def2/J DEFGRID3
* xyz 4 4
Re 0.470 1.179 -0.180
P 1.612 -0.390 1.426
P 1.755 2.898 0.147
P -1.777 -4.185 -0.039
H 1.777 0.109 -0.425
C 0.352 0.446 -1.996
C -0.946 1.291 -1.864
H -1.305 1.684 -0.913
C 3.097 -1.228 0.701
C 2.315 0.587 2.791
C 1.019 -1.783 2.437
C 1.315 4.297 -0.909
C 1.520 3.582 1.841
C 3.526 2.488 -0.026
C -2.608 -3.375 -1.537
C -1.942 -3.098 1.546
C 0.131 -4.426 -0.275
H 1.064 0.889 -2.686
H -0.927 2.150 -2.561
H 3.614 -1.722 1.538
H 3.771 -0.505 0.223
H 2.776 -1.979 -0.039
H 2.943 -0.115 3.351
H 1.489 0.936 3.423
H 2.918 1.428 2.430
H 1.878 -2.054 3.070
H 0.725 -2.642 1.826
H 0.197 -1.491 3.107
H 1.404 5.220 -0.327
H 0.278 4.189 -1.252
H 1.978 4.336 -1.782
H 2.474 3.926 2.251
H 1.088 2.850 2.529
H 0.830 4.428 1.785
H 4.001 3.277 -0.611
H 3.657 1.539 -0.560
H 4.012 2.408 0.951
H -2.785 -4.123 -2.309
H -2.134 -2.197 -2.181
H -3.600 -3.092 -1.161
H -3.011 -3.085 1.808
H -1.635 -2.019 1.532
H -1.365 -3.548 2.367
H 0.240 -5.457 -0.681
H 0.681 -4.459 0.683
H 0.731 -3.801 -0.957
C -1.540 -1.149 -1.874
C -0.116 -0.998 -2.476
C -0.327 -1.186 -3.962
C -1.439 -0.602 -4.525
C -2.308 0.181 -3.761
C -2.106 0.211 -2.306
O -1.662 -1.303 -0.480
H -2.099 -2.223 -0.280
H 0.603 -1.778 -2.188
H 0.402 -1.747 -4.583
H -1.623 -0.704 -5.622
H -3.113 0.760 -4.235
H -3.039 0.478 -1.770
N -1.361 0.703 2.312
C -2.363 1.206 3.047
C -2.884 2.271 2.323
C -2.137 2.382 1.159
N -1.178 1.420 1.168
H -0.750 -0.047 2.608
H -2.608 0.793 4.003
H -3.707 2.900 2.622
H -2.246 3.068 0.325
*
```

(8)
Here is 2 unconnected molecules or ions with the total composition C7H5FNOS from OMol25. Energies are from wB97M-V/def2-TZVPD.

Properties
E_LUMO in Ha: 0.11734
Energy in Eh: -897.7574

```
! wB97M-V def2-TZVPD RIJCOSX def2/J DEFGRID3
* xyz -1 1
C 2.240 -0.653 0.227
C 1.211 -1.034 1.165
C 1.935 0.372 -0.651
C -0.047 -0.446 1.114
C 0.733 0.981 -0.661
C -0.335 0.541 0.171
C -3.155 -0.566 -0.828
N -1.580 1.159 0.261
O -3.234 -0.028 -1.839
F -1.730 2.207 -0.712
S -3.481 -1.347 0.439
H 3.212 -1.095 0.173
H 1.487 -1.863 1.813
H 2.777 0.622 -1.386
H -0.707 -0.685 1.981
H 0.674 1.835 -1.269
*
```

Question: The lowest energy belongs to which entry?
Answer: C28H64N8O10